P) Below is 2 unconnected molecules or ions with the total composition C3H5FN2S, with properties calculated with the ωB97M-V functional and the def2-TZVPD basis.

Properties
Kohn-Sham gap: 10.23 eV
LUMO level: 0.02831 Eh
SMILES string: N#[N+][S-].C/C=C/F
molar mass: 120.15 g/mol

Structure (XYZ):
```
12
Properties=species:S:1:pos:R:3:mulliken_charge:R:1
C 0.8944 0.7124 0.0929 0.06
C -0.0540 0.0919 -0.6078 -0.32
C 2.1911 -0.0140 0.3466 -0.95
N -3.1922 -1.2540 -0.7802 -0.21
N -3.5043 -0.7391 0.1586 0.31
F -1.1042 0.7620 -1.0478 -0.26
S -4.0273 -0.0528 1.3752 -0.10
H 1.1266 1.8071 0.2790 0.27
H 0.0723 -0.8492 -1.0651 0.37
H 3.0192 0.7459 0.1714 0.28
H 2.2981 -0.8439 -0.2801 0.31
H 2.2804 -0.3664 1.3572 0.25
```



Q) Below is a molecular structure, C3H5FN2S, with properties calculated with the ωB97M-V functional and the def2-TZVPD basis.

Properties
Kohn-Sham gap: 8.65 eV
LUMO level: 0.00657 Eh
molar mass: 120.15 g/mol

Structure (XYZ):
```
12
Properties=species:S:1:pos:R:3:mulliken_charge:R:1
C -1.1641 0.3180 0.0328 -0.06
C 0.0403 -0.1779 -0.0403 0.42
C 1.2114 0.8701 -0.0518 0.17
H -2.6106 -1.5024 0.5521 0.31
H -3.1301 0.0891 -0.2430 0.19
H -1.3531 1.4528 -0.2101 0.12
H 0.5442 1.9126 -0.2670 0.09
H 2.6302 -1.5244 0.7704 0.14
N -2.3582 -0.2665 0.0898 -0.49
N 2.4534 0.9996 -0.2531 -0.45
F 0.2349 -1.6083 -0.4198 -0.27
S 3.5017 -0.5628 0.0400 -0.17
```



Bottom line: P), by a margin of 69.3 kcal/mol.



P) Below is C2H8N2O in the gas phase, with properties calculated with the ωB97M-V functional and the def2-TZVPD basis.

Properties
Kohn-Sham gap: 10.28 eV
LUMO level: 0.04039 Eh
SMILES string: NCCNO
molar mass: 76.10 g/mol

Structure (XYZ):
```
13
Properties=species:S:1:pos:R:3:mulliken_charge:R:1
C 0.0954 -0.5693 0.0383 -0.35
C -0.3111 0.7227 -0.9181 -0.52
N -0.8342 -0.5353 1.1231 -0.38
N 0.8323 1.4852 -1.3540 -0.61
O -0.2442 -1.6907 2.0120 -0.48
H -1.0147 -2.2750 2.1159 0.32
H -0.6036 0.2572 1.7296 0.28
H 1.5406 0.8902 -1.7756 0.24
H 1.2641 1.9704 -0.5707 0.24
H 1.1336 -0.4581 0.3688 0.32
H -0.0109 -1.4748 -0.5686 0.29
H -0.8271 0.2883 -1.7785 0.28
H -1.0201 1.3890 -0.4222 0.36
```



Q) Below is a molecular structure, C2H8N2O, with properties calculated with the ωB97M-V functional and the def2-TZVPD basis.

Properties
Kohn-Sham gap: 9.05 eV
LUMO level: 0.02000 Eh
molar mass: 76.10 g/mol

Structure (XYZ):
```
13
Properties=species:S:1:pos:R:3:mulliken_charge:R:1
C -0.0389 -1.0148 1.0209 -0.20
N 0.5494 -1.9992 0.2122 -0.33
O 0.7073 0.0662 1.2562 -0.57
H 0.4209 0.8119 0.4630 0.35
H 0.3950 -2.9733 0.4270 0.18
H 1.0691 -1.6397 -0.5777 0.20
H -0.5279 -1.4197 1.9101 0.28
H -1.0195 0.5645 -0.2225 0.13
C -0.3894 1.6300 -0.6227 -0.23
N 0.2100 1.4816 -1.7296 -0.45
H 0.4357 2.3625 -2.1965 0.24
H -0.7636 2.5939 -0.2518 0.36
H -1.0480 -0.4638 0.3111 0.04
```



Bottom line: P), by a margin of 34.0 kcal/mol.



P) Below is 2 unconnected molecules or ions with the total composition C2H8N2O, with properties calculated with the ωB97M-V functional and the def2-TZVPD basis.

Properties
Kohn-Sham gap: 9.96 eV
LUMO level: 0.01890 Eh
SMILES string: C=O.NCN
molar mass: 76.10 g/mol

Structure (XYZ):
```
13
Properties=species:S:1:pos:R:3:mulliken_charge:R:1
O -3.0435 -0.5562 -2.3451 -0.39
C -2.1118 0.0284 -1.8743 -0.02
H -1.1330 0.0984 -2.3811 0.18
H -2.2019 0.5809 -0.9279 0.22
N 0.1224 -0.7007 1.5840 -0.58
C 1.0211 0.4378 1.2959 -0.39
N 1.6767 0.3869 -0.0223 -0.61
H 0.7317 -1.4750 1.7756 0.26
H -0.2503 -0.8083 0.6506 0.22
H 1.7779 0.8130 1.9817 0.32
H 0.3298 1.2891 1.2812 0.33
H 1.0725 0.4638 -0.8332 0.21
H 2.0084 -0.5580 -0.1850 0.24
```



Q) Below is 2 unconnected molecules or ions with the total composition C2H8N2O, with properties calculated with the ωB97M-V functional and the def2-TZVPD basis.

Properties
Kohn-Sham gap: 8.00 eV
LUMO level: 0.02895 Eh
SMILES string: N/C=C/N.O
molar mass: 76.10 g/mol

Structure (XYZ):
```
13
Properties=species:S:1:pos:R:3:mulliken_charge:R:1
C 0.3477 0.2033 -0.6257 -0.23
C 1.6907 0.2655 -0.7720 -0.29
N 2.4823 1.4228 -0.6331 -0.50
N -0.5180 -0.7110 -1.2584 -0.45
H -0.0460 0.6326 0.3019 0.23
H 2.2424 -0.6437 -1.0297 0.28
H 2.1823 1.8814 0.2397 0.22
H 3.4600 1.2481 -0.4059 0.27
H -0.7179 -0.4770 -2.2083 0.23
H -1.1019 -1.1224 -0.5561 0.24
H -4.1248 -0.9277 2.2567 0.31
H -2.6714 -1.0822 2.6818 0.32
O -3.2253 -0.6897 2.0091 -0.63
```



R) Below is C2H8N2O in the gas phase, with properties calculated with the ωB97M-V functional and the def2-TZVPD basis.

Properties
Kohn-Sham gap: 9.61 eV
LUMO level: 0.03939 Eh
SMILES string: CNCNO
molar mass: 76.10 g/mol

Structure (XYZ):
```
13
Properties=species:S:1:pos:R:3:mulliken_charge:R:1
C -0.8739 -0.4772 0.4749 -0.41
C 0.3709 1.5074 -0.1829 -0.75
N -0.0548 -1.5285 -0.1069 -0.33
N -0.8403 0.7201 -0.3374 -0.39
O 1.3215 -1.2811 0.2938 -0.40
H 1.5563 -2.1205 0.7348 0.33
H -0.0237 -1.4030 -1.1174 0.27
H -0.9952 0.4892 -1.3130 0.24
H -1.9084 -0.8369 0.4843 0.25
H -0.6146 -0.2820 1.5225 0.33
H 0.2165 2.4937 -0.6320 0.30
H 1.2250 1.0510 -0.6916 0.27
H 0.6209 1.6677 0.8710 0.29
```



Bottom line: P), by a margin of 5.7 kcal/mol.



P) Below is CH6N4 in the gas phase, with properties calculated with the ωB97M-V functional and the def2-TZVPD basis.

Properties
Kohn-Sham gap: 10.30 eV
LUMO level: 0.02847 Eh
SMILES string: [H]/N=C(\N)NN
molar mass: 74.09 g/mol

Structure (XYZ):
```
11
Properties=species:S:1:pos:R:3:mulliken_charge:R:1
C -0.5707 -0.1372 0.0690 0.47
H 2.1893 0.0986 0.8836 0.30
H 1.7731 0.6932 -0.8895 0.32
H 0.4453 -1.7056 -0.4879 0.33
H 0.2269 1.5929 0.7290 0.25
H -1.3005 1.6397 0.1818 0.26
H -2.5199 0.0084 -0.1618 0.22
N 1.7562 -0.0831 -0.2117 -0.62
N 0.6097 -0.8546 0.2701 -0.26
N -0.2468 1.3474 -0.0641 -0.58
N -1.7461 -0.6245 -0.0899 -0.68
```



Q) Below is 2 unconnected molecules or ions with the total composition CH6N4, with properties calculated with the ωB97M-V functional and the def2-TZVPD basis.

Properties
Kohn-Sham gap: 10.18 eV
LUMO level: 0.03515 Eh
SMILES string: [H]/N=N/[H].[H]/N=C\N
molar mass: 74.09 g/mol

Structure (XYZ):
```
11
Properties=species:S:1:pos:R:3:mulliken_charge:R:1
N -0.1140 -1.7858 0.2099 -0.21
N 0.6279 -1.4794 1.1527 -0.28
N -0.7940 0.6226 -0.9299 -0.46
C -0.1537 1.2716 0.0826 0.02
N 1.0849 1.4352 0.2301 -0.62
H -1.0625 -1.9878 0.5770 0.23
H 1.5799 -1.2763 0.8029 0.25
H -0.2436 0.0920 -1.5869 0.26
H -1.7656 0.3842 -0.8582 0.21
H 1.6523 1.0208 -0.5093 0.23
H -0.8116 1.7029 0.8291 0.35
```



R) Below is CH6N4 in the gas phase, with properties calculated with the ωB97M-V functional and the def2-TZVPD basis.

Properties
Kohn-Sham gap: 9.50 eV
LUMO level: 0.02661 Eh
SMILES string: [H]/N=C(\N)NN
molar mass: 74.09 g/mol

Structure (XYZ):
```
11
Properties=species:S:1:pos:R:3:mulliken_charge:R:1
C -0.0605 0.0464 -0.5963 0.49
H 1.3021 -0.3847 1.8376 0.25
H -0.4040 -0.3488 1.7128 0.24
H 0.0242 1.7972 0.5788 0.25
H 1.1409 -1.2081 -0.2108 0.22
H -0.3163 -1.9088 -1.0168 0.24
H -0.9093 -0.1507 -2.1992 0.21
N 0.3894 0.1670 1.6912 -0.63
N 0.2870 0.8055 0.5493 -0.08
N 0.2175 -1.2113 -0.3637 -0.48
N -0.9618 0.5139 -1.4661 -0.71
```



Bottom line: Q), by a margin of 12.1 kcal/mol.